# C6H7ClN2O

One molecule with the formula C6H7ClN2O at a distorted geometry (ωB97M-V/def2-TZVPD, the OMol25 dataset).

Geometry as XYZ:
```
17
C6H7ClN2O | the OMol25 dataset | ωB97M-V/def2-TZVPD
C 0.760 -1.525 0.238
C -0.542 -0.807 -0.035
C -0.826 0.493 -0.109
C 0.377 1.388 -0.100
C -2.186 0.932 -0.136
O -2.528 2.077 -0.039
C -3.195 -0.162 -0.557
Cl -4.660 -0.187 0.475
N -2.670 -1.495 -0.578
N -1.493 -1.789 -0.322
H 1.544 -0.872 0.790
H 1.163 -1.801 -0.813
H 0.560 -2.610 0.681
H 0.466 1.818 0.899
H 0.258 2.259 -0.827
H 1.206 0.804 -0.332
H -3.686 0.224 -1.510
```

SMILES string: CC1=C(C)C(=O)[C@H](Cl)N=N1
total charge: 0
ΔE to the lowest compared entry with this formula, charge and spin: 242.8 kJ/mol